#i
{"formula": "C6H10O", "method": "wB97M-V/def2-TZVPD", "total_charge": 0, "gap_ev": [9.3, 9.3], "homo_energy_ha": [-0.31505, -0.31507], "species": ["O", "C", "C", "C", "C", "C", "C", "H", "H", "H", "H", "H", "H", "H", "H", "H", "H"], "positions_angstrom": [[-1.156, -0.283, -2.214], [-0.494, -0.197, -0.985], [-0.689, 1.095, -0.178], [0.129, 0.954, 1.112], [1.398, 0.207, 0.716], [0.613, -1.848, 0.445], [-0.360, -1.555, -0.403], [-1.671, 0.545, -2.286], [0.808, -0.095, -1.084], [-1.725, 1.335, 0.092], [-0.280, 1.943, -0.758], [-0.449, 0.361, 1.830], [0.317, 1.950, 1.552], [2.147, 0.901, 0.276], [1.874, -0.258, 1.566], [0.594, -2.748, 1.084], [-1.057, -2.308, -0.766]]}

***

#ii
{"formula": "C6H10O", "method": "wB97M-V/def2-TZVPD", "total_charge": 0, "gap_ev": 10.3, "smiles": "C1=CCOCCC1", "homo_energy_ha": -0.33702, "species": ["C", "C", "C", "O", "C", "C", "C", "H", "H", "H", "H", "H", "H", "H", "H", "H", "H"], "positions_angstrom": [[0.411, 1.460, 0.447], [1.444, 0.633, 0.567], [1.490, -0.611, -0.303], [0.525, -1.650, -0.233], [-0.682, -1.396, 0.434], [-1.505, -0.231, -0.109], [-0.719, 1.042, -0.452], [0.485, 2.503, 0.749], [2.404, 0.998, 0.928], [2.442, -1.118, -0.172], [1.388, -0.166, -1.283], [-0.487, -1.260, 1.505], [-1.269, -2.308, 0.289], [-2.284, -0.034, 0.635], [-1.997, -0.552, -1.032], [-0.223, 0.825, -1.393], [-1.423, 1.866, -0.576]]}

***

#iii
{"formula": "C6H10O", "method": "wB97M-V/def2-TZVPD", "total_charge": 0, "gap_ev": 8.1, "homo_energy_ha": -0.27047, "species": ["C", "C", "O", "C", "C", "C", "C", "H", "H", "H", "H", "H", "H", "H", "H", "H", "H"], "positions_angstrom": [[-1.992, -0.147, 0.408], [-0.590, 0.266, 0.761], [-0.148, -1.672, 1.046], [0.732, -1.840, 0.139], [1.044, -0.683, -0.672], [0.437, 0.479, -0.191], [1.029, 1.849, -0.397], [-2.572, 0.773, 0.251], [-2.024, -0.731, -0.516], [-2.467, -0.718, 1.210], [-0.569, 0.942, 1.628], [1.420, -2.693, 0.147], [1.888, -0.707, -1.358], [0.267, -1.775, -1.133], [0.369, 2.504, -0.981], [1.186, 2.341, 0.572], [1.993, 1.811, -0.915]]}

***

#iv
{"formula": "C6H10O", "method": "wB97M-V/def2-TZVPD", "total_charge": 0, "gap_ev": 10.5, "smiles": "O[C@@H]1C=CCCC1", "homo_energy_ha": -0.34874, "species": ["O", "C", "C", "C", "C", "C", "C", "H", "H", "H", "H", "H", "H", "H", "H", "H", "H"], "positions_angstrom": [[2.194, -0.941, 0.764], [1.295, -0.446, -0.223], [1.066, 1.031, -0.022], [-0.127, 1.623, -0.082], [-1.397, 0.835, -0.285], [-1.237, -0.565, 0.308], [-0.014, -1.263, -0.296], [1.791, -0.753, 1.620], [1.857, -0.589, -1.156], [1.971, 1.601, 0.182], [-0.209, 2.704, 0.020], [-1.617, 0.752, -1.359], [-2.252, 1.361, 0.157], [-1.133, -0.481, 1.398], [-2.137, -1.162, 0.114], [0.180, -2.217, 0.207], [-0.232, -1.488, -1.348]]}

***

How far above the most stable structure does each one sit? In eV: #i 4.803; #ii 1.127; #iii 3.758; #iv 0.000.